{"formula": "C6H10", "method": "ωB97M-V/def2-TZVPD", "e_homo_ev": -8.34, "charge": 0, "de_lowest_kcal_mol": 92.8, "gap_ev": 9.5, "species": ["C", "C", "C", "C", "C", "C", "H", "H", "H", "H", "H", "H", "H", "H", "H", "H"], "coordinates": [[2.0446, -0.0388, -0.0586], [0.8049, -0.0801, -0.5573], [-0.1755, -1.2218, -0.3921], [-1.1246, -0.1983, 0.2335], [-1.5930, 0.7694, -0.7689], [-0.1637, 1.0054, -0.4162], [2.5063, 0.9030, 0.2356], [2.5931, -0.9470, 0.1722], [-0.5791, -1.6694, -1.3043], [0.2053, -1.9981, 0.2760], [-1.6741, -0.4048, 1.1544], [-2.1932, 1.5549, -0.3050], [-1.9540, 0.4437, -1.7369], [0.1951, 2.0132, -0.1890], [0.9218, -0.1182, 1.7783], [0.1859, -0.0133, 1.8783]], "forces_ev_per_angstrom": [[0.141, -0.030, -0.510], [0.157, -0.036, 0.189], [-0.015, -0.159, -0.080], [-0.263, 0.048, -0.098], [-0.207, -0.027, -0.367], [0.021, 0.110, 0.380], [-0.048, -0.134, -0.267], [-0.028, 0.077, -0.212], [0.072, 0.005, 0.056], [-0.162, 0.122, -0.057], [0.407, 0.517, -0.149], [-0.075, -0.154, -0.352], [0.102, 0.016, -0.256], [-0.365, -0.325, 0.585], [-0.091, -0.045, 0.535], [0.355, 0.016, 0.601]]}

{"formula": "C6H10", "method": "ωB97M-V/def2-TZVPD", "e_homo_ev": [-7.72, -7.73], "charge": 0, "de_lowest_kcal_mol": 81.9, "gap_ev": [7.5, 7.5], "species": ["C", "C", "C", "C", "C", "C", "H", "H", "H", "H", "H", "H", "H", "H", "H", "H"], "coordinates": [[2.6048, 0.0530, 0.8230], [1.7589, -0.3817, -0.3254], [0.4231, -0.6143, -0.2737], [-0.2812, -0.4082, 0.9572], [-1.7208, -0.0401, 0.8251], [-2.2655, 0.5365, -0.4862], [2.7883, 1.1319, 0.7733], [2.0900, -0.1542, 1.7637], [3.5835, -0.4337, 0.7865], [-0.0703, -0.8699, -1.2190], [2.2595, -0.4526, -1.2936], [-1.9888, 0.6118, 1.6681], [-2.2298, -0.9899, 1.0812], [-2.1651, -0.1658, -1.3201], [-3.3245, 0.8014, -0.3979], [-1.7118, 1.4440, -0.7517]], "forces_ev_per_angstrom": [[-0.028, -0.052, 0.015], [-0.039, 0.043, 0.019], [0.024, 0.052, 0.133], [-0.129, 0.028, -0.323], [0.086, 0.054, 0.030], [0.050, -0.002, -0.109], [-0.019, -0.081, -0.007], [0.062, 0.020, -0.089], [-0.082, 0.013, -0.006], [0.023, 0.043, 0.170], [-0.114, 0.007, 0.129], [0.042, -0.131, -0.088], [0.123, 0.064, -0.014], [-0.051, 0.100, 0.122], [0.159, -0.053, 0.018], [-0.105, -0.104, 0.001]]}

{"formula": "C6H10", "method": "ωB97M-V/def2-TZVPD", "e_homo_ev": -9.08, "charge": 0, "de_lowest_kcal_mol": 59.5, "gap_ev": 10.1, "species": ["C", "C", "C", "C", "C", "C", "H", "H", "H", "H", "H", "H", "H", "H", "H", "H"], "coordinates": [[0.8344, -0.9438, 1.6646], [-0.0689, -0.0735, 1.2629], [-0.7536, -0.0940, -0.0614], [-1.8618, 0.5519, -0.3937], [0.2243, -0.3812, -1.0968], [1.2213, 0.8057, -1.0650], [1.4611, -1.0166, 2.6679], [1.1247, -2.0075, 1.1582], [-0.2597, 0.8228, 1.8945], [-2.6167, 0.8689, 0.3545], [-2.2851, 0.6944, -1.3615], [0.7725, -1.2436, -1.0392], [-0.0088, -0.4137, -2.1709], [1.8547, 0.7235, -1.9766], [1.9364, 0.7709, -0.2526], [0.4470, 1.6095, -1.1381]], "forces_ev_per_angstrom": [[2.583, -4.260, 1.560], [-0.910, 0.773, 0.923], [0.173, 0.505, -0.089], [-1.999, -0.062, 1.985], [1.400, 1.397, -2.349], [-0.384, -0.337, -1.680], [-1.744, 1.135, -1.969], [-1.088, 2.896, 0.461], [0.045, -0.772, -0.407], [0.874, -0.001, -0.071], [0.442, -0.273, -0.921], [1.203, -2.523, 1.020], [-1.360, 0.176, 0.426], [-0.516, 0.462, 0.342], [-0.460, 0.533, 0.475], [1.742, 0.350, 0.294]]}

{"formula": "C6H10", "method": "ωB97M-V/def2-TZVPD", "e_homo_ev": [-13.31, -14.75], "charge": 1, "multiplicity": 2, "de_lowest_kcal_mol": 98.3, "gap_ev": [5.9, 7.7], "species": ["C", "C", "C", "C", "C", "C", "H", "H", "H", "H", "H", "H", "H", "H", "H", "H"], "coordinates": [[-0.6156, 1.7397, -0.2447], [0.1073, 0.7406, 0.7111], [1.1574, 1.1160, 1.4945], [0.7096, -0.5178, -0.3569], [-0.1508, -1.3843, -1.1174], [-1.1920, -2.0419, -0.7018], [-1.5951, 1.3384, -0.4275], [-0.6927, 2.6922, 0.2687], [-0.1353, 1.7568, -1.2191], [1.3074, 0.8941, 2.5494], [1.7033, 2.0314, 1.2545], [1.1168, -1.1811, 0.4309], [1.6966, -0.2060, -0.6804], [-0.6772, 0.1296, 1.1396], [-1.3630, -2.3800, 0.3196], [-1.8999, -2.5574, -1.3481]], "forces_ev_per_angstrom": [[1.050, -0.309, 0.342], [-2.405, -0.929, -2.386], [-0.096, 2.238, 1.289], [3.097, -0.911, 1.909], [-0.973, 1.499, 1.215], [-0.769, -1.537, -0.881], [-0.523, -0.144, 0.113], [-0.033, 0.256, -0.438], [0.208, 0.608, 0.060], [0.092, -1.089, -0.273], [0.378, -0.438, -0.602], [-0.247, -0.509, -0.177], [-0.502, 0.725, -1.103], [0.308, -0.290, 0.890], [0.195, 0.679, 0.389], [0.219, 0.151, -0.348]]}

{"formula": "C6H10BNO2", "method": "ωB97M-V/def2-TZVPD", "e_homo_ev": -8.24, "charge": 0, "de_lowest_kcal_mol": 103.4, "gap_ev": 8.6, "species": ["C", "C", "C", "C", "C", "O", "N", "H", "H", "H", "H", "H", "H", "H", "C", "B", "O", "H", "H", "H"], "coordinates": [[1.8983, -1.8344, -0.4996], [1.0661, -0.6229, -0.7817], [-0.3278, -0.5559, -1.2451], [-0.5466, 0.8106, -1.4086], [-1.7823, 1.5754, -1.7644], [0.5539, 1.4297, -0.9524], [1.5010, 0.6000, -0.5734], [1.2817, -2.8190, -0.3746], [2.6694, -1.9817, -1.2310], [2.3923, -1.6719, 0.3902], [-0.8940, -1.4303, -1.3875], [-1.5397, 2.5729, -1.7606], [-2.0347, 1.5003, -2.8427], [-2.5558, 1.2114, -1.1495], [-1.2215, 0.4074, 2.3896], [-0.1016, -0.0373, 3.0270], [1.1728, -0.0815, 3.2963], [-2.2127, 0.0465, 2.2061], [-1.0450, 1.3786, 2.0266], [1.7264, -0.4979, 2.6352]], "forces_ev_per_angstrom": [[-2.179, -1.537, -0.841], [-2.142, 0.503, -0.302], [2.547, 1.856, 0.083], [-0.037, -3.021, 0.741], [1.526, -1.674, -2.001], [-1.654, 2.323, -0.807], [1.608, -2.062, 0.256], [0.977, 1.938, -0.417], [0.191, -0.160, -0.614], [1.182, 0.211, 2.122], [-0.936, -0.476, -0.422], [0.105, 2.639, 1.066], [-0.015, -0.791, 0.550], [-1.159, 0.195, 0.656], [-1.409, -1.010, 0.167], [0.437, 0.562, -0.788], [0.697, -0.568, 1.156], [-0.153, -0.273, 0.216], [0.257, 1.344, -0.532], [0.157, 0.000, -0.289]]}

{"formula": "C6H10BrN2", "method": "ωB97M-V/def2-TZVPD", "e_homo_ev": -12.89, "charge": 1, "de_lowest_kcal_mol": 84.6, "gap_ev": 7.6, "species": ["C", "C", "N", "C", "Br", "N", "C", "C", "C", "H", "H", "H", "H", "H", "H", "H", "H", "H", "H"], "coordinates": [[-3.1390, 2.5879, 0.5808], [-2.0157, 2.1708, 0.1603], [-1.0440, 1.3801, -0.1227], [-0.9135, 0.1064, 0.3431], [-2.9190, -0.7830, -0.0598], [0.0642, -0.5223, -0.2902], [0.3686, -0.3239, -1.7073], [0.8758, -1.3658, 0.4202], [0.4956, -2.5572, 0.9236], [-3.9917, 2.4780, 0.0597], [-3.2218, 3.2583, 1.3974], [-0.3265, 1.7875, -0.6848], [-0.9400, -0.0105, 1.4080], [0.4308, -1.2350, -2.2380], [-0.4449, 0.2804, -2.0728], [1.3079, 0.2386, -1.8480], [1.9384, -0.9531, 0.4830], [1.1325, -3.2547, 1.4298], [-0.4246, -3.0562, 0.7556]], "forces_ev_per_angstrom": [[2.101, 1.078, 1.246], [1.201, -1.887, -0.299], [-2.590, 5.378, -0.169], [-1.166, -3.336, 0.414], [0.644, 0.262, 0.132], [0.194, 0.258, -0.974], [-0.012, 1.604, 0.861], [2.594, -2.433, 1.640], [0.974, 0.896, -0.755], [-2.846, -0.646, -2.145], [0.189, 0.394, 1.082], [0.791, -0.008, -0.574], [0.157, -0.033, 0.363], [-0.091, -1.054, -0.420], [-0.222, -0.056, -0.804], [-0.191, -0.260, 0.164], [-1.316, -0.949, 0.197], [0.847, 0.392, 0.366], [-1.255, 0.400, -0.323]]}

{"formula": "C6H10BrN2", "method": "ωB97M-V/def2-TZVPD", "e_homo_ev": -13.16, "charge": 1, "de_lowest_kcal_mol": 38.9, "gap_ev": 9.2, "species": ["C", "C", "C", "C", "C", "C", "N", "N", "Br", "H", "H", "H", "H", "H", "H", "H", "H", "H", "H"], "coordinates": [[-0.6733, 0.6397, 1.7238], [-0.0167, -0.4946, 1.7205], [-0.3773, 1.0928, -0.6576], [-1.2948, 1.1202, 0.4603], [0.2565, -1.2071, -0.1386], [1.5440, -2.0003, -0.0624], [0.2327, -0.0573, -0.8917], [-0.4496, 2.0773, -1.5939], [-1.4375, -2.2559, -0.4681], [-0.6901, 1.1687, 2.5932], [0.6901, -1.1421, 2.1772], [-2.1518, 0.5312, -0.0031], [-1.6221, 2.1413, 0.5286], [1.5262, -2.9786, -0.6275], [1.8530, -2.1908, 0.9531], [2.3250, -1.4072, -0.3867], [0.8624, -0.0787, -1.6891], [-0.7475, 2.9424, -1.2015], [0.1707, 2.0989, -2.4362]], "forces_ev_per_angstrom": [[0.581, -2.668, -1.215], [0.748, -1.173, -5.193], [-0.220, -0.778, -2.307], [-1.088, 0.655, -0.430], [-2.301, -0.440, 5.658], [-1.559, -1.767, -0.562], [1.630, 1.943, -2.114], [1.622, -1.526, 0.383], [1.075, 0.318, 0.027], [-0.550, 1.769, 2.209], [-0.101, 0.098, 1.354], [0.602, 0.281, 1.214], [-0.503, 0.410, 0.420], [-0.053, 1.184, 0.572], [-0.408, -0.424, 0.470], [1.717, 1.285, -1.236], [-0.094, 0.074, -0.187], [-0.216, 0.784, -0.265], [-0.883, -0.025, 1.202]]}

{"formula": "C6H10BrN4", "method": "ωB97M-V/def2-TZVPD", "e_homo_ev": -11.71, "charge": 1, "de_lowest_kcal_mol": 82.8, "gap_ev": 8.2, "species": ["C", "C", "C", "C", "C", "C", "N", "N", "N", "N", "Br", "H", "H", "H", "H", "H", "H", "H", "H", "H", "H"], "coordinates": [[0.2436, -2.7024, -0.4075], [-0.7281, -1.8722, -0.8074], [0.5278, -0.0812, -0.1751], [1.6175, -0.6810, 0.2703], [0.5027, 2.1355, -0.2080], [1.3913, -2.1538, 0.4613], [-0.7106, -0.5329, -0.3018], [1.3748, 2.7880, -0.9429], [-1.7635, 0.0645, 0.3490], [-0.4848, 2.5758, 0.5278], [3.4371, -0.0825, 0.3145], [0.1226, -3.7198, -0.5469], [-1.5292, -2.3090, -1.2992], [1.1319, -2.4172, 1.6100], [2.3475, -2.6891, 0.2954], [2.0302, 2.3164, -1.5687], [1.6706, 3.7254, -1.1037], [-1.7263, -0.0793, 1.3517], [-2.7301, -0.2141, -0.0637], [-1.1763, 1.9607, 0.9005], [-0.6878, 3.5937, 0.5957]], "forces_ev_per_angstrom": [[0.335, 3.011, 1.025], [1.679, -0.917, 2.057], [0.552, 4.493, 1.271], [0.213, -0.251, -0.777], [-0.085, -3.561, -0.528], [-0.316, -1.916, 2.317], [0.554, -0.953, -2.169], [1.047, -0.840, -0.902], [-2.801, 0.130, -0.422], [0.858, 2.789, -0.379], [-1.115, 0.070, -0.105], [0.218, -1.891, -0.649], [-1.802, 0.107, -1.032], [0.556, 0.643, -2.359], [-0.618, 0.217, -0.092], [-0.624, -1.072, 0.742], [-1.102, 1.563, 0.998], [-0.245, -0.686, 0.142], [2.537, 0.562, 0.961], [-0.091, -0.538, -0.077], [0.248, -0.957, -0.022]]}

{"formula": "C6H10ClF3O3PS", "method": "ωB97M-V/def2-TZVPD", "e_homo_ev": -5.56, "charge": -1, "gap_ev": 8.7, "species": ["C", "C", "C", "C", "S", "C", "C", "F", "F", "F", "O", "P", "O", "O", "Cl", "H", "H", "H", "H", "H", "H", "H", "H", "H", "H"], "coordinates": [[0.3280, -0.6575, -1.4968], [-0.0494, -0.4883, -0.0181], [1.2206, -0.0770, 0.6144], [-1.2305, 0.5772, 0.2279], [-1.4836, 0.9838, 1.9093], [-0.7198, 1.8171, -0.5701], [-1.5270, 3.1107, -0.3705], [-1.4295, 3.9102, -1.4458], [-1.1030, 3.9115, 0.6486], [-2.8281, 2.8638, -0.0326], [-2.3412, 0.1267, -0.5670], [-3.5093, -0.9364, -0.0609], [-3.7591, -0.6189, 1.3889], [-4.4532, -0.9945, -1.1898], [-2.4915, -2.7610, -0.1833], [0.8633, 0.2348, -1.7560], [1.0154, -1.5386, -1.6464], [-0.4157, -0.8947, -2.2712], [-0.2216, -1.4550, 0.4646], [1.8159, -0.9465, 0.7036], [1.7426, 0.6430, -0.0698], [1.2184, 0.2846, 1.6628], [-2.6061, 0.3505, 2.1818], [0.2846, 2.0456, -0.4932], [-0.9826, 1.4835, -1.6265]], "forces_ev_per_angstrom": [[0.040, -1.810, -0.591], [-1.086, -0.061, 0.289], [1.582, 1.786, 0.751], [1.333, -1.391, -2.792], [1.324, 1.229, 1.869], [-3.923, -0.251, -1.447], [-0.440, -0.366, 1.641], [-0.549, -0.204, -0.461], [0.540, -0.375, -0.063], [0.776, 0.392, -1.288], [-0.156, -0.192, 0.901], [0.399, 1.248, 0.193], [-0.664, -1.077, -1.301], [-0.258, 0.037, 0.575], [0.084, -0.197, 0.243], [0.351, 0.302, -0.694], [-0.230, 0.901, 0.577], [-0.454, 0.499, 0.692], [-1.053, 0.231, -0.329], [1.058, -0.952, -0.273], [-0.008, -0.400, 1.011], [-0.549, 0.222, -0.678], [-0.754, -0.690, -0.310], [2.024, 0.365, 0.347], [0.613, 0.754, 1.135]]}

{"formula": "C6H10ClFO3", "method": "ωB97M-V/def2-TZVPD", "e_homo_ev": -10.71, "charge": 0, "de_lowest_kcal_mol": 0.0, "gap_ev": 11.4, "species": ["O", "C", "O", "C", "C", "Cl", "C", "O", "C", "C", "F", "H", "H", "H", "H", "H", "H", "H", "H", "H", "H"], "coordinates": [[0.2073, -0.4046, 2.5368], [0.6086, -0.1478, 1.3899], [-0.2210, -0.0035, 0.1982], [-1.6455, 0.1203, 0.4255], [-2.3219, -0.1598, -0.8836], [-1.8998, -1.8036, -1.5833], [2.1580, 0.0373, 1.1876], [2.8781, -0.3946, 2.3581], [2.5235, 1.5305, 1.1327], [2.0119, 2.3008, -0.0859], [2.7830, 1.9575, -1.1224], [-2.0552, -0.6271, 1.1669], [-2.0813, 1.1001, 0.6896], [-2.0539, 0.5628, -1.6242], [-3.3883, -0.2006, -0.6518], [2.3417, -0.4944, 0.2838], [2.6239, -1.2972, 2.6211], [3.5846, 1.6647, 1.2289], [2.0273, 1.9946, 1.9854], [2.0584, 3.3277, 0.1659], [0.9735, 2.0496, -0.3064]], "forces_ev_per_angstrom": [[0.145, 0.775, -3.975], [-1.213, -0.292, 2.324], [1.180, 0.483, 3.211], [-0.676, -1.660, 0.190], [-0.118, -1.376, 0.152], [-0.191, 0.780, 0.400], [-0.938, 0.678, 1.272], [-0.650, -0.556, -1.076], [-1.785, 0.135, -0.391], [-0.742, -1.510, 2.006], [1.013, -0.014, -1.966], [0.981, 0.757, -0.504], [1.124, 0.086, 0.343], [-0.070, 0.357, -0.522], [0.057, 0.206, -0.492], [0.928, -0.527, -0.765], [-0.061, 0.506, -0.253], [0.494, -0.094, 0.029], [0.224, -0.058, 0.348], [0.329, 1.339, -0.249], [-0.029, -0.017, -0.080]]}

no.,maximum force (eV/Å)
1,0.8
2,0.3
3,5.2
4,3.8
5,3.2
6,6.0
7,6.1
8,4.7
9,4.2
10,4.1